{
  "formula": "C4H11N3O2",
  "method": "the ωB97M-V functional and the def2-TZVPD basis",
  "homo_ev": -8.91,
  "orbital_gap_ev": 9.698,
  "e_tot_ha": -473.761568,
  "max_force_ev_per_a": 3.25,
  "de_lowest_ev": 1.121,
  "smiles": "CN=C(N)N.CC(=O)O",
  "elements": ["C", "N", "C", "N", "N", "H", "H", "H", "H", "H", "H", "H", "C", "C", "O", "O", "H", "H", "H", "H"],
  "positions_angstrom": [[-0.52085, 2.63049, -0.01241], [-0.57589, 1.22240, -0.31940], [-0.52450, 0.75709, -1.49038], [-0.91039, -0.56729, -1.71508], [-0.47395, 1.50296, -2.67406], [-1.41560, 3.15004, -0.37852], [0.33712, 3.07773, -0.52340], [-0.44846, 2.74064, 1.06308], [-1.48653, -0.85951, -0.93853], [-0.41620, -1.28750, -2.21970], [0.25017, 2.18572, -2.74338], [-0.78440, 1.08034, -3.53574], [0.73422, -2.77776, 1.97908], [0.86511, -1.34071, 1.49985], [1.68503, -0.76490, 0.86702], [-0.25579, -0.67268, 1.99626], [0.64904, -3.38163, 1.07227], [-0.02337, -3.00885, 2.71027], [1.73864, -3.07496, 2.32722], [-0.63414, -0.15930, 1.26516]],
  "atomic_forces_ev_per_a": [[0.1, -0.2, -1.0], [0.1, -0.7, 0.9], [-1.2, 0.0, -1.5], [-0.8, 0.1, 0.7], [0.4, -0.1, 0.4], [0.0, 0.0, 0.1], [0.1, 0.3, 0.4], [0.1, 0.2, 0.0], [0.3, -0.5, -0.2], [0.2, 0.5, 0.1], [0.2, 0.4, -0.2], [0.3, -0.1, 0.3], [2.5, -0.2, -1.0], [-2.6, 0.6, 1.9], [0.8, -0.7, -0.6], [0.1, -0.8, -0.4], [-0.4, -0.1, 0.0], [-0.2, 0.4, 0.0], [-0.4, 0.0, 0.2], [0.4, 1.1, -0.3]],
  "lowdin_charge": [-0.118, -0.013, -0.540, 0.110, 0.132, 0.080, 0.071, 0.069, 0.083, 0.090, 0.077, 0.086, 0.003, -0.554, 0.112, 0.015, 0.084, 0.076, 0.088, 0.050]
}



{
  "formula": "C4H11N3O2",
  "method": "the ωB97M-V functional and the def2-TZVPD basis",
  "homo_ev": -8.94,
  "orbital_gap_ev": 9.717,
  "e_tot_ha": -473.722918,
  "max_force_ev_per_a": 5.15,
  "de_lowest_ev": 2.173,
  "smiles": "[H]/N=C(/N)NC.CC(=O)O",
  "elements": ["H", "N", "C", "N", "N", "C", "H", "H", "H", "H", "H", "H", "C", "C", "O", "O", "H", "H", "H", "H"],
  "positions_angstrom": [[0.45100, 0.32164, 2.05627], [-0.08325, 0.23969, 1.24616], [-0.52826, 1.20718, 0.49273], [-1.22626, 0.79848, -0.66044], [-0.37691, 2.59861, 0.41905], [-1.48145, 3.66080, 0.18603], [-1.77584, 1.49998, -1.08185], [-1.56001, -0.12877, -0.60169], [0.40770, 3.03361, 0.90225], [-2.49383, 3.32769, 0.05615], [-1.09277, 4.33420, -0.64625], [-1.67916, 4.19091, 1.11438], [2.13325, -3.56106, -0.93378], [0.81712, -3.00812, -0.43831], [-0.37070, -3.01159, -0.82170], [1.03431, -2.26764, 0.73515], [1.83192, -4.50342, -1.40175], [2.88819, -3.92790, -0.18316], [2.88366, -2.96455, -1.48027], [0.22128, -1.83974, 1.04102]],
  "atomic_forces_ev_per_a": [[0.9, 1.2, 1.3], [-1.7, 1.0, -2.4], [-0.2, -1.2, -0.8], [1.2, 0.3, 1.6], [-0.5, 1.4, 0.9], [2.1, -0.4, -0.1], [-0.6, 0.4, -0.6], [-0.6, -0.9, -0.1], [-0.5, -0.6, 0.1], [-0.2, -1.0, -1.0], [-0.9, -0.8, 1.2], [0.8, 0.5, 0.2], [0.8, -2.0, 0.3], [-2.7, 3.4, 2.7], [3.7, -1.2, -0.4], [1.2, -1.7, -1.3], [0.4, 0.3, -0.8], [-1.5, 0.5, 0.4], [-1.4, 0.3, -0.6], [-0.3, 0.3, -0.5]],
  "lowdin_charge": [0.018, 0.109, -0.508, 0.122, -0.022, -0.068, 0.055, 0.074, 0.115, 0.059, 0.098, 0.061, -0.011, -0.468, 0.036, 0.005, 0.081, 0.096, 0.092, 0.056]
}



{
  "formula": "C4H11N3O2",
  "method": "the ωB97M-V functional and the def2-TZVPD basis",
  "homo_ev": -9.22,
  "orbital_gap_ev": 10.045,
  "e_tot_ha": -473.747279,
  "max_force_ev_per_a": 3.27,
  "de_lowest_ev": 1.510,
  "smiles": "[H]/N=C(\\N)NC.CC(=O)O",
  "elements": ["H", "N", "C", "N", "N", "C", "H", "H", "H", "H", "H", "H", "C", "C", "O", "O", "H", "H", "H", "H"],
  "positions_angstrom": [[2.88811, -1.41357, -0.92744], [1.99454, -1.10091, -0.57997], [1.74704, -0.76822, 0.62246], [2.59307, -0.91004, 1.68913], [0.57430, -0.02318, 0.90996], [0.76433, 1.38251, 0.59369], [2.26187, -0.73961, 2.61794], [3.56040, -1.04321, 1.44818], [-0.21345, -0.39224, 0.41492], [1.39581, 1.99854, 1.20815], [-0.20324, 1.92098, 0.59156], [1.16198, 1.62662, -0.38729], [-3.04766, 0.46248, -0.79137], [-2.01452, -0.58438, -1.19610], [-2.41243, -1.72411, -1.09488], [-0.88106, -0.03967, -1.57834], [-4.02233, 0.20437, -1.18667], [-2.77304, 1.50978, -0.81122], [-3.25322, 0.25025, 0.27884], [-0.12050, -0.61639, -1.82156]],
  "atomic_forces_ev_per_a": [[0.2, -0.5, 0.8], [-1.1, 0.6, -0.9], [0.9, 0.3, -0.4], [-0.1, 0.1, -0.8], [0.4, -0.1, 1.2], [-1.2, 1.4, -0.8], [0.2, 0.2, 0.1], [0.0, -0.2, 0.6], [0.0, 0.0, -0.2], [0.4, -0.5, 1.2], [0.2, -0.6, 0.2], [0.1, -0.7, -0.7], [0.1, -0.2, 1.7], [-3.2, 0.2, 0.5], [2.0, -0.1, -0.6], [1.1, -0.1, -0.7], [0.1, 0.3, -0.7], [0.0, 0.1, -0.6], [0.4, 0.1, -0.3], [-0.5, -0.2, 0.4]],
  "lowdin_charge": [0.042, 0.124, -0.564, 0.144, -0.031, -0.129, 0.094, 0.097, 0.067, 0.066, 0.084, 0.071, -0.001, -0.602, 0.082, 0.083, 0.082, 0.072, 0.095, 0.126]
}



{
  "formula": "C4H11N3O2",
  "method": "the ωB97M-V functional and the def2-TZVPD basis",
  "homo_ev": -9.10,
  "orbital_gap_ev": 9.942,
  "e_tot_ha": -473.782928,
  "max_force_ev_per_a": 2.48,
  "de_lowest_ev": 0.540,
  "smiles": "CN=C(N)N.CC(=O)O",
  "elements": ["C", "N", "C", "N", "N", "H", "H", "H", "H", "H", "H", "H", "C", "C", "O", "O", "H", "H", "H", "H"],
  "positions_angstrom": [[-0.52412, -0.80459, -2.43583], [-0.50694, -0.52520, -1.00281], [-1.56325, -0.36363, -0.28717], [-2.80886, -0.09478, -0.87593], [-1.62957, -0.30177, 1.06974], [-0.24045, -1.84455, -2.67562], [0.24733, -0.10910, -2.79662], [-1.40632, -0.50924, -3.04769], [-2.97797, -0.31426, -1.84036], [-3.62535, -0.29253, -0.31509], [-0.76225, -0.17020, 1.57839], [-2.42833, 0.21421, 1.39355], [3.16536, 0.73251, 1.73691], [1.70831, 0.57651, 1.47863], [0.82998, 0.33763, 2.28316], [1.45761, 0.70275, 0.17638], [3.62143, 1.52004, 1.16861], [3.66637, -0.25638, 1.75656], [3.26953, 1.13902, 2.75337], [0.50749, 0.36353, -0.11818]],
  "atomic_forces_ev_per_a": [[0.5, 1.2, -0.1], [-0.5, -0.7, 1.1], [-1.6, 0.4, -1.9], [-0.4, -0.3, 0.5], [0.1, -0.2, -0.4], [-0.1, 0.5, 0.3], [0.1, -0.6, -0.4], [0.1, -0.3, 0.7], [0.4, -0.1, -0.1], [0.2, 0.0, 0.0], [0.2, 0.0, 0.3], [0.1, 0.1, 0.3], [0.2, 0.1, 2.4], [-0.7, 0.0, -1.9], [0.4, -0.1, 0.6], [-0.6, 0.0, 0.3], [0.3, -0.3, -1.0], [-0.2, 0.7, -0.5], [-0.1, -0.4, 0.1], [1.5, -0.1, -0.1]],
  "lowdin_charge": [-0.113, -0.038, -0.515, 0.122, 0.156, 0.081, 0.078, 0.066, 0.066, 0.088, 0.051, 0.098, 0.002, -0.582, 0.047, 0.047, 0.077, 0.106, 0.087, 0.079]
}



{
  "formula": "C4H11N3O2",
  "method": "the ωB97M-V functional and the def2-TZVPD basis",
  "homo_ev": -8.81,
  "orbital_gap_ev": 9.642,
  "e_tot_ha": -473.765087,
  "max_force_ev_per_a": 1.49,
  "de_lowest_ev": 1.025,
  "smiles": "CN=C(N)N.CC(=O)O",
  "elements": ["C", "N", "C", "N", "N", "H", "H", "H", "H", "H", "H", "H", "C", "C", "O", "O", "H", "H", "H", "H"],
  "positions_angstrom": [[-1.63471, -0.50674, -1.50770], [-0.34322, -1.14489, -1.68727], [0.15815, -1.80007, -0.72285], [1.45081, -2.38134, -0.80636], [-0.39366, -1.91166, 0.52628], [-1.87500, -0.18941, -2.51442], [-1.61569, 0.42117, -0.92719], [-2.45799, -1.11896, -1.11654], [1.38760, -3.30139, -1.21840], [2.10219, -1.78043, -1.28257], [-1.24137, -1.43883, 0.78694], [0.02154, -2.60224, 1.12618], [1.26428, 2.19640, 1.93170], [0.14584, 1.86920, 1.01435], [-0.80912, 1.20038, 1.31869], [0.25282, 2.40382, -0.22200], [1.90075, 1.32444, 2.09141], [0.86792, 2.15226, 2.95489], [1.71838, 3.15463, 1.70641], [-0.57115, 2.09282, -0.63624]],
  "atomic_forces_ev_per_a": [[0.2, 0.4, -0.8], [0.1, 0.0, 0.2], [-0.3, 0.9, 0.4], [-0.3, -0.5, 0.6], [0.3, -0.5, -0.1], [-0.6, 0.1, -0.2], [0.2, -0.3, 0.3], [0.2, -0.2, 0.0], [0.3, 0.1, -0.2], [-0.1, -0.1, -0.4], [0.0, -0.1, -0.1], [-0.1, 0.3, 0.2], [-0.4, -0.5, 1.3], [-0.2, 0.0, -0.1], [-0.1, -0.1, 0.1], [-0.2, -0.2, 0.4], [0.7, 0.2, -1.0], [-0.4, 0.8, -0.2], [0.4, -0.3, 0.0], [0.2, 0.2, -0.4]],
  "lowdin_charge": [-0.157, 0.010, -0.564, 0.082, 0.143, 0.062, 0.039, 0.081, 0.077, 0.074, 0.077, 0.089, 0.012, -0.580, 0.071, 0.100, 0.097, 0.094, 0.089, 0.104]
}



{
  "formula": "C4H11N3O2",
  "method": "the ωB97M-V functional and the def2-TZVPD basis",
  "homo_ev": -9.23,
  "orbital_gap_ev": 10.002,
  "e_tot_ha": -473.783388,
  "max_force_ev_per_a": 2.19,
  "de_lowest_ev": 0.527,
  "smiles": "CN=C(N)N.CC(=O)O",
  "elements": ["C", "N", "C", "N", "N", "H", "H", "H", "H", "H", "H", "H", "C", "C", "O", "O", "H", "H", "H", "H"],
  "positions_angstrom": [[-1.13498, 1.76985, 1.13238], [-0.29903, 1.19877, 0.10672], [0.92509, 1.48360, -0.14762], [1.87776, 0.56975, -0.42427], [1.39126, 2.81558, -0.34738], [-1.96900, 1.10695, 1.26439], [-1.59672, 2.72903, 0.86746], [-0.58573, 1.85233, 2.09662], [1.63800, -0.40176, -0.19436], [2.41913, 0.70369, -1.22145], [0.57116, 3.39363, -0.30538], [2.11409, 3.15283, 0.28798], [-0.93487, -3.48756, -0.42248], [-0.29557, -2.11959, -0.31690], [0.89978, -2.06082, -0.11043], [-1.07127, -1.10049, -0.49286], [-1.46520, -3.76219, 0.47561], [-0.18030, -4.21018, -0.66591], [-1.66018, -3.50378, -1.21853], [-0.64343, -0.12965, -0.36360]],
  "atomic_forces_ev_per_a": [[0.3, 0.9, 0.1], [0.6, -1.3, 0.2], [1.0, 1.7, -0.7], [-1.4, -0.9, 1.5], [-0.6, -0.6, 0.8], [-0.3, -0.5, 0.2], [0.3, 0.1, 0.1], [-0.4, 0.1, -0.6], [0.0, 0.0, -0.3], [1.2, 0.5, -1.2], [0.0, 0.7, 0.0], [-0.1, -0.3, -0.3], [-0.3, 0.5, -0.4], [-0.2, -0.8, -0.2], [1.0, 0.4, 0.3], [-0.9, -0.3, -0.4], [0.0, 0.0, 0.4], [0.4, -0.3, 0.2], [-0.4, 0.1, -0.3], [0.0, 0.0, 0.6]],
  "lowdin_charge": [-0.100, -0.031, -0.503, 0.180, 0.131, 0.066, 0.071, 0.096, 0.066, 0.084, 0.072, 0.095, 0.008, -0.612, 0.031, 0.069, 0.081, 0.075, 0.074, 0.048]
}